No. 1
Here is a 6-piece molecular cluster, C25H58IO12 overall from OMol25. Energies are from wB97M-V/def2-TZVPD.

Structure (XYZ):
```
96
Properties=species:S:1:pos:R:3
I -1.568 -3.189 5.972
O -1.098 4.006 -6.140
O -1.910 0.245 -2.788
O 2.724 2.288 -1.199
O 4.509 1.318 5.226
O -3.010 -6.495 3.538
O -1.051 0.561 1.356
O 6.001 2.853 3.196
O 0.403 5.541 -8.164
O 2.979 -0.602 -1.721
O -4.724 0.603 -1.968
O -5.700 -7.541 2.925
O -1.355 2.202 2.958
C -3.275 -5.408 2.662
C 0.213 -1.174 3.266
C 2.129 -0.434 -2.846
C 3.807 1.474 -0.754
C -0.976 5.195 -8.264
C -1.626 5.099 -6.890
C 1.519 2.009 -0.498
C -4.043 -6.684 4.498
C -0.142 4.427 -5.176
C -5.149 -8.162 1.775
C -2.207 0.967 -3.973
C 3.977 2.411 4.479
C -3.640 0.362 -1.072
C 6.853 1.729 3.029
C -0.387 0.179 3.911
C 4.064 0.321 -1.715
C 1.257 4.417 -8.326
C 0.915 -2.136 4.332
C -0.985 1.047 2.691
C -4.957 -7.839 4.109
C 4.620 2.507 3.103
C 5.467 1.735 6.185
C -5.053 -0.541 -2.741
C -2.336 0.936 -1.610
C 0.061 -3.502 4.541
H 7.857 2.013 3.348
H 1.567 2.438 0.508
H -4.067 -8.025 1.714
H -4.296 -5.439 2.270
H -4.388 -8.767 3.986
H -5.688 -7.996 4.909
H -1.509 1.802 -4.083
H -3.540 -0.708 -0.860
H -5.589 -1.267 -2.120
H -3.108 -4.462 3.185
H -4.615 -5.761 4.641
H 0.921 -0.966 2.391
H 0.391 3.545 -4.815
H -5.604 -7.708 0.892
H -1.459 -0.332 1.336
H -3.556 -6.928 5.447
H 6.000 0.851 6.541
H -4.166 -1.011 -3.173
H 0.930 3.565 -7.725
H 4.695 2.115 -0.725
H 0.588 5.123 -5.598
H 0.794 -4.210 5.080
H 6.888 1.443 1.973
H -5.708 -0.226 -3.555
H 3.625 1.107 0.262
H -1.104 4.263 -8.825
H -1.200 -0.082 4.669
H 4.490 1.576 2.542
H 4.948 -0.229 -1.374
H 4.129 3.309 2.542
H 6.527 0.877 3.631
H -3.234 1.344 -3.978
H 2.260 4.702 -8.003
H -2.427 2.010 -1.802
H 2.906 2.220 4.355
H 1.209 -0.993 -2.665
H -5.386 -9.232 1.781
H 0.419 0.789 4.424
H -0.653 4.898 -4.331
H 4.962 2.206 7.035
H -2.581 -5.470 1.822
H 1.110 -1.607 5.336
H 4.268 0.691 -2.726
H 6.197 2.430 5.760
H -3.884 0.869 -0.134
H 1.297 4.131 -9.382
H -2.084 0.293 -4.823
H 1.897 -2.487 3.848
H -2.696 4.907 -7.019
H -1.553 0.795 -0.860
H -0.694 -1.704 2.793
H 1.869 0.615 -3.009
H 2.613 -0.837 -3.742
H -1.465 5.996 -8.827
H 4.088 3.350 5.032
H -1.517 6.038 -6.336
H 0.694 2.476 -1.039
H 1.323 0.936 -0.430
```

Computed properties:
Electronic energy ... -2187.63287 Eh
Total charge ... -1
Orbital gap ... 4.6 eV
LUMO ... 2.05 eV

Löwdin atomic charge list, values in e, 8 entries:
1 I 0.369
2 O -0.200
3 O -0.198
4 O -0.195
5 O -0.186
6 O -0.201
7 O -0.001
8 O -0.195

=====

No. 2
Here is C25H58LiN2O21P as an isolated structure from OMol25. Energies are from wB97M-V/def2-TZVPD.

Structure (XYZ):
```
108
Properties=species:S:1:pos:R:3
P 0.272 -0.520 -0.172
O -3.299 -0.944 -3.999
O -2.591 -2.180 -5.723
O 6.230 -3.946 1.151
O -1.585 4.277 -4.523
O -3.911 4.276 0.723
O -1.300 -1.790 -3.869
O -0.381 0.843 -0.276
O 1.837 0.476 3.108
O 4.236 -3.734 0.205
O 1.556 -6.202 4.630
O 0.753 -0.868 1.189
O -2.940 4.756 -1.240
O -1.466 2.052 -4.468
O 1.674 -4.166 3.883
O -2.492 2.984 -6.052
O -5.085 5.590 -0.717
O -0.394 -4.962 4.510
O 1.199 -0.713 -1.274
O 5.829 -2.109 0.007
O -0.705 -1.483 -0.701
O -2.427 -2.831 0.292
N 3.969 2.078 0.376
N -2.722 0.170 2.573
C -6.193 5.661 0.100
C -2.300 -1.661 -4.536
C -1.399 0.302 3.169
C 5.226 1.286 -0.101
C -3.642 -0.338 3.682
C 0.851 -7.391 5.098
C -3.360 -0.726 -2.546
C 3.432 1.059 1.470
C 3.424 -2.875 -0.542
C -3.967 4.809 -0.434
C 7.603 -3.713 1.399
C -0.642 1.850 -3.397
C -2.990 4.163 -6.726
C 5.447 -3.157 0.489
C 0.807 -5.122 4.376
C 1.140 -3.034 3.300
C -1.742 4.121 -0.913
C -1.770 3.214 -4.932
C 4.295 3.349 0.923
C 2.301 1.537 2.249
C -2.922 -0.695 1.370
C 3.028 2.145 -0.675
C -1.662 -3.065 -6.219
C -2.553 -2.242 1.562
C -3.076 1.483 2.205
Li 0.190 -1.842 -2.325
H 3.612 -2.804 -1.606
H -0.611 0.666 2.278
H -3.934 4.503 -6.372
H 3.286 2.922 -1.612
H -2.903 2.283 2.880
H -2.580 1.748 1.310
H -1.542 -4.036 -5.753
H 3.505 -1.908 -0.036
H 8.371 -4.594 1.755
H -3.193 4.199 -7.750
H 0.744 -3.246 2.188
H -0.689 -2.619 -6.186
H 2.268 -2.915 -0.444
H 1.513 -0.242 2.501
H -1.140 1.896 -2.543
H -3.264 -1.726 -2.100
H 5.000 3.265 1.754
H -1.090 3.973 -1.738
H -4.131 1.467 2.019
H 0.220 2.647 -3.207
H 5.742 1.026 0.885
H -4.693 -0.369 3.471
H 0.288 -7.052 5.928
H -1.826 -3.243 -7.153
H -1.691 -2.525 -0.133
H -2.261 -0.391 0.526
H -3.879 -0.589 1.111
H -1.358 0.937 4.039
H 1.914 2.599 -0.473
H 0.201 -7.628 4.378
H -1.699 3.176 -0.542
H -3.323 -1.329 3.986
H 2.551 2.363 2.980
H -3.659 0.377 4.421
H -0.960 -0.667 3.425
H -2.508 -0.078 -2.159
H 8.170 -3.504 0.536
H 1.381 1.722 1.607
H -1.062 4.715 -0.274
H -7.054 6.221 -0.266
H 7.296 -2.899 2.117
H -6.519 4.848 0.059
H -3.411 -2.667 2.226
H -0.138 1.065 -3.520
H 0.297 -2.522 3.796
H -1.551 -2.406 1.815
H 2.859 1.299 -1.121
H -4.356 -0.219 -2.206
H 4.142 0.830 2.243
H 5.895 1.874 -0.588
H 1.613 -8.091 5.131
H 3.487 3.979 1.251
H 4.700 3.874 0.115
H 3.262 0.252 1.093
H -2.269 5.054 -6.813
H 1.938 -2.264 2.936
H 5.019 0.382 -0.754
H -5.761 6.196 0.904
```

Computed properties:
Energy relative to the best compared isomer or geometry (same formula, charge and spin) ... 36.7 kcal/mol
Electronic energy ... -3025.42281 Eh
Orbital gap ... 6.6 eV
LUMO ... 0.25 eV

Löwdin atomic charge list, values in e, 8 entries:
1 P -0.270
2 O -0.015
3 O 0.065
4 O -0.008
5 O 0.181
6 O 0.039
7 O 0.069
8 O -0.368

=====

No. 3
Here is a 4-piece molecular cluster, C25H59BIO3 overall from OMol25. Energies are from wB97M-V/def2-TZVPD.

Structure (XYZ):
```
89
Properties=species:S:1:pos:R:3
I -0.688 4.672 -0.948
O 1.927 4.224 -5.004
O -2.520 -3.593 3.293
O -1.967 -5.929 -0.503
C 1.846 5.318 -5.911
C 3.425 2.076 1.017
C -1.405 0.406 1.145
C 1.384 -0.663 -0.751
C -0.596 -1.947 0.357
C 2.786 1.425 -1.413
C 3.998 0.688 1.331
C -2.838 -4.565 -2.309
C 1.425 0.875 -0.932
C -0.233 3.683 2.000
C 3.447 2.443 -0.480
C 3.494 0.033 2.634
C -2.085 -4.700 4.069
C -0.984 -5.460 3.343
C -3.255 -5.606 4.425
C -2.267 1.192 2.165
C -0.024 -1.295 -0.925
C 0.384 4.563 0.916
C 2.427 6.577 -5.285
C -2.769 -5.949 -1.683
C -1.632 -1.115 1.156
C 0.411 5.529 -6.372
C 2.009 0.272 2.959
C -2.254 -6.989 -2.666
C -1.744 3.892 2.260
B -2.756 2.708 1.703
H 0.233 -2.233 1.023
H 1.377 0.267 2.060
H 0.479 5.600 1.246
H -1.086 -2.894 0.076
H -2.875 -3.924 2.462
H -1.365 -5.867 2.401
H -1.889 3.941 3.354
H 3.838 -0.009 0.498
H -3.763 -6.241 -1.337
H 3.456 6.405 -4.968
H 3.654 -1.052 2.543
H -1.700 1.233 3.116
H 3.476 0.580 -1.572
H -0.225 5.782 -5.520
H -4.028 -5.042 4.947
H -3.167 0.589 2.376
H 0.344 6.338 -7.102
H -1.843 -4.239 -2.624
H 0.013 2.632 1.803
H -2.846 2.780 0.477
H -0.330 0.569 1.345
H -1.679 -4.260 4.983
H -0.712 -0.546 -1.327
H -2.219 -7.974 -2.199
H 1.393 4.451 -4.235
H 1.381 4.205 0.632
H -0.606 -6.287 3.947
H 4.487 2.605 -0.796
H -1.241 -6.734 -2.989
H 1.111 1.364 -0.002
H 2.081 -1.108 -1.478
H 2.932 3.408 -0.593
H 2.460 5.024 -6.766
H 0.053 -2.076 -1.698
H 4.023 2.844 1.532
H -1.557 -1.441 2.202
H 1.632 -0.470 3.672
H -1.081 -5.645 -0.750
H 2.401 2.195 1.389
H -2.889 -7.045 -3.552
H 4.102 0.346 3.494
H 2.650 1.878 -2.400
H 0.655 1.140 -1.669
H -2.937 -6.436 5.059
H -3.205 -3.840 -1.582
H 5.091 0.793 1.419
H -3.497 -4.551 -3.178
H 2.412 7.413 -5.987
H -3.885 2.912 2.167
H 1.771 -0.930 0.247
H -2.656 -1.348 0.834
H -1.582 0.822 0.143
H -2.008 4.888 1.866
H 1.849 6.860 -4.401
H -0.157 -4.791 3.105
H 1.870 1.256 3.428
H -3.699 -6.021 3.516
H 0.018 4.617 -6.822
H 0.337 3.962 2.907
```

Computed properties:
Electronic energy ... -1536.19956 Eh
Total charge ... -1
Orbital gap ... 7.0 eV
LUMO ... 2.39 eV

Löwdin atomic charge list, values in e, 8 entries:
1 I 0.714
2 O -0.058
3 O -0.049
4 O -0.064
5 C -0.510
6 C -0.212
7 C -0.256
8 C -0.194

=====

No. 4
Here is C25H61Br3O16P4 as an isolated structure from OMol25. Energies are from wB97M-V/def2-TZVPD.

Structure (XYZ):
```
109
Properties=species:S:1:pos:R:3
Br -0.318 -2.974 -3.394
Br 0.591 -1.924 -0.479
Br 0.235 0.199 -3.105
P -2.055 4.799 1.447
P 5.211 3.365 -5.675
P -4.104 0.028 1.018
P 0.905 -7.541 2.655
O 4.871 4.249 -6.819
O 6.355 4.057 -4.750
O -0.519 -7.697 2.187
O 1.105 -7.151 4.248
O -1.326 4.071 2.540
O -5.162 -1.181 0.959
O -3.659 0.098 2.638
O -2.927 -0.051 0.090
O 5.786 1.876 -6.038
O -5.066 1.326 0.783
O -2.350 4.028 0.065
O 3.997 2.993 -4.725
O 1.797 -8.872 2.479
O -1.284 6.113 0.921
O 1.717 -6.474 1.839
O -3.524 5.419 1.893
C -1.220 3.540 -1.919
C -2.633 0.889 3.083
C 7.099 3.291 -3.786
C 2.199 -11.150 2.370
C 2.437 -7.146 4.817
C -5.842 5.143 2.726
C 6.497 0.531 -7.933
C -4.553 4.492 2.240
C -1.442 0.020 3.088
C -1.335 3.142 -0.409
C 0.112 6.239 1.114
C 2.347 -6.666 6.231
C 3.104 4.068 -4.402
C 1.171 -10.104 2.701
C -6.192 -1.276 1.950
C -5.540 1.676 -0.528
C -0.435 -1.441 -2.127
C 6.319 2.884 -2.542
C 6.819 1.740 -7.059
C 1.016 -4.234 2.502
C 0.911 6.497 -0.138
C -7.435 -1.908 1.358
C 2.334 3.503 -3.239
C -7.024 1.657 -0.219
C 1.143 -5.291 1.342
H -1.538 -0.955 3.565
H 1.728 2.648 -3.542
H -8.273 -1.815 2.048
H -5.433 0.869 -1.253
H -0.467 2.965 -2.457
H 6.919 2.678 -7.606
H -7.686 1.877 -1.057
H -6.374 -0.367 2.522
H 6.302 -0.360 -7.337
H -5.807 5.641 3.695
H -6.147 5.951 2.062
H -7.217 2.375 0.578
H 3.088 -6.547 4.181
H 7.040 2.362 -1.913
H 0.241 -5.541 0.784
H -7.278 -2.959 1.116
H 2.429 4.133 -5.255
H -2.193 3.363 -2.376
H 2.562 -10.975 1.357
H 7.716 1.481 -6.496
H -5.765 -1.971 2.673
H 5.615 0.659 -8.561
H -2.747 1.297 4.087
H -0.417 3.484 0.070
H 1.624 7.306 0.024
H 0.349 -4.398 3.349
H -1.547 2.083 -0.264
H 0.363 6.885 -0.997
H 0.245 -10.223 2.138
H -7.701 -1.268 0.517
H 0.984 -10.177 3.772
H -0.988 4.592 -2.084
H 2.779 -8.180 4.785
H 2.013 -4.276 2.941
H -1.217 -0.200 2.045
H 0.341 7.137 1.687
H 1.544 5.676 -0.475
H 1.045 -3.202 2.153
H 7.583 2.491 -4.347
H -5.072 2.615 -0.825
H 2.974 -11.023 3.126
H 3.317 -6.288 6.554
H 1.767 -4.951 0.516
H 1.653 -5.840 6.385
H -6.627 4.395 2.841
H -0.578 0.505 3.544
H 5.821 3.773 -2.155
H -1.439 -1.338 -1.715
H 2.069 -7.501 6.875
H 5.608 2.147 -2.918
H 7.340 0.251 -8.566
H -7.424 0.728 0.186
H -4.230 3.843 3.054
H 1.667 4.253 -2.813
H 3.008 3.156 -2.456
H 7.966 3.797 -3.362
H 0.518 5.430 1.721
H -4.784 3.895 1.358
H 1.672 -12.103 2.345
H -2.524 1.770 2.451
H 3.448 5.094 -4.274
```

Computed properties:
Energy relative to the best compared isomer or geometry (same formula, charge and spin) ... 36.6 kcal/mol
Electronic energy ... -11280.77295 Eh
Orbital gap ... 9.9 eV
LUMO ... -0.34 eV

Löwdin atomic charge list, values in e, 8 entries:
1 Br 0.509
2 Br 0.544
3 Br 0.560
4 P 0.511
5 P 0.448
6 P 0.562
7 P 0.478
8 O -0.239

=====

Question: electronic energy of number 4 (C25H61Br3O16P4)?
Answer: -11280.77295 Eh